No. 1
Below is C3H7BrN2Si as an isolated structure in a non-equilibrium geometry, with properties calculated with ωB97M-V with the def2-TZVPD basis set.

Summary:
Charge: 0
Orbital gap (spin up / spin down): 8.14 / 7.41 eV
HOMO (spin up / spin down): -8.8 / -7.5 eV
2S+1: 1
LUMO level (spin up / spin down): -0.61 / -0.06 eV

Structure (XYZ):
```
14
Properties=species:S:1:pos:R:3:mulliken_charge:R:1
C 1.34 0.13 -1.51 -0.0892
C 1.35 1.27 -0.55 -0.2323
C -2.81 -0.63 0.65 -1.0106
N 1.03 -1.06 -1.18 -0.5168
N 0.90 0.70 0.67 -0.2561
Si 0.44 -1.02 0.46 0.1455
Br 1.31 -2.49 1.90 -0.2311
H 1.62 0.34 -2.51 0.4267
H 2.44 1.48 -0.32 0.2459
H 0.87 2.12 -0.99 0.3112
H -3.07 -1.34 1.42 0.3183
H -3.03 0.37 0.88 0.3174
H -2.92 -1.05 -0.32 0.3522
H 0.52 1.19 1.40 0.2186
```

=====

No. 2
Below is C17H22ClN5NaO2S as an isolated structure in a non-equilibrium geometry, with properties calculated with ωB97M-V with the def2-TZVPD basis set.

Summary:
Charge: -1
Orbital gap: 7.08 eV
HOMO: -4.7 eV
2S+1: 1
LUMO level: 2.40 eV

Structure (XYZ):
```
49
Properties=species:S:1:pos:R:3:mulliken_charge:R:1
Na 0.75 -0.66 0.28 0.8004
C -1.63 5.48 -1.29 -0.9141
C -1.52 4.54 -2.49 -0.9081
N -0.23 3.87 -2.60 0.1534
C 0.83 4.58 -3.31 -0.6662
C 1.82 5.31 -2.40 -1.0222
C 0.02 2.64 -2.02 0.3850
S -1.21 1.83 -1.15 -0.5569
N 1.31 2.28 -2.19 -0.1280
C 1.80 1.06 -1.87 0.0361
O 1.17 0.06 -1.51 -0.8458
C 3.32 0.95 -1.96 0.4715
C 4.08 1.87 -2.68 -0.0468
C 5.46 1.72 -2.76 -0.6832
C 6.10 0.67 -2.11 -0.2928
C 5.34 -0.25 -1.39 -0.8281
C 3.96 -0.11 -1.32 -0.1923
H -2.64 5.90 -1.24 0.3862
H -0.91 6.30 -1.35 0.2586
H -1.45 4.91 -0.37 0.1893
H -1.68 5.10 -3.42 0.3705
H -2.29 3.78 -2.42 0.4506
H 0.35 5.29 -3.98 0.4040
H 1.38 3.87 -3.91 0.4060
H 1.31 6.05 -1.77 0.3371
H 2.57 5.83 -3.00 0.3216
H 2.32 4.59 -1.76 0.2152
H 3.58 2.69 -3.16 0.2943
H 6.05 2.44 -3.32 0.3827
H 7.17 0.56 -2.16 0.3570
H 5.82 -1.07 -0.87 0.3757
H 3.37 -0.82 -0.76 0.3311
Cl 0.15 -2.53 1.74 -0.7361
C 2.16 -1.51 4.59 -1.0266
N 1.23 -0.52 4.07 0.1360
C 0.01 -0.37 4.63 -0.0071
C -0.98 0.34 4.05 -0.7461
C -0.69 0.87 2.75 0.9950
N 0.49 0.74 2.19 -0.5242
C 1.49 0.04 2.81 0.3312
O 2.61 -0.10 2.31 -0.7090
N -1.63 1.55 2.05 -0.2747
H 2.10 -1.54 5.68 0.3537
H 3.17 -1.24 4.29 0.2994
H 1.92 -2.49 4.17 0.2943
H -0.13 -0.86 5.59 0.3075
H -1.94 0.47 4.52 0.3004
H -2.59 1.43 2.30 0.1995
H -1.41 1.78 1.08 -0.0350
```

=====

No. 3
Below is C29H34BiN2O2S as an isolated structure in a non-equilibrium geometry, with properties calculated with ωB97M-V with the def2-TZVPD basis set.

Summary:
Charge: -2
Orbital gap (spin up / spin down): 3.82 / 4.23 eV
HOMO (spin up / spin down): 0.3 / -0.1 eV
2S+1: 2
LUMO level (spin up / spin down): 4.09 / 4.08 eV

Structure (XYZ):
```
69
Properties=species:S:1:pos:R:3:lowdin_spin:R:1
Bi -0.49 -0.11 1.44 0.0089
C 0.12 2.90 2.03 -0.0002
C 0.12 2.85 0.62 0.0004
C -1.22 2.71 0.19 -0.0015
C -2.05 2.68 1.34 0.0002
C -1.21 2.78 2.47 0.0006
C -1.63 2.83 3.91 0.0000
C -3.54 2.57 1.29 0.0002
C -1.70 2.68 -1.23 -0.0001
C 1.30 2.94 -0.30 0.0012
C 1.29 3.09 2.94 0.0021
H -1.34 3.78 4.39 0.0000
H -1.17 2.03 4.50 0.0000
H -2.71 2.74 4.02 0.0000
H -4.00 3.39 0.72 0.0000
H -3.98 2.61 2.30 0.0000
H -3.89 1.63 0.85 0.0000
H -2.00 3.68 -1.60 0.0000
H -2.58 2.03 -1.34 0.0000
H -0.93 2.30 -1.90 0.0000
H 1.22 3.78 -1.01 0.0000
H 1.43 2.03 -0.91 0.0002
H 2.23 3.08 0.26 0.0002
H 1.20 4.01 3.54 0.0001
H 2.23 3.16 2.39 0.0000
H 1.41 2.26 3.65 0.0021
O -0.37 -2.10 1.33 -0.0103
S 3.30 -0.39 2.71 0.3242
C 1.80 -0.13 2.31 0.5924
C 3.90 -0.46 -4.22 0.0001
N 3.66 -1.25 -3.02 0.0002
N 2.28 -1.42 -2.78 -0.0001
C 1.95 -0.96 -1.48 0.0023
O 0.85 -1.02 -0.99 0.0038
C 3.22 -0.51 -0.91 0.0096
C 4.17 -0.67 -1.83 0.0016
C 5.61 -0.33 -1.76 0.0023
C 1.57 -2.36 -3.53 0.0000
C 0.19 -2.49 -3.38 0.0000
C -0.49 -3.43 -4.13 0.0000
C 0.16 -4.24 -5.04 0.0000
C 1.53 -4.12 -5.18 0.0000
C 2.24 -3.20 -4.43 0.0000
H 3.40 -0.93 -5.06 0.0000
H 4.98 -0.44 -4.42 0.0000
H 3.53 0.57 -4.11 0.0000
H 3.30 -0.15 0.10 0.0155
H 5.85 0.00 -0.75 0.0025
H 5.88 0.48 -2.45 0.0000
H 6.23 -1.20 -2.00 0.0001
H -0.32 -1.87 -2.65 0.0000
H -1.56 -3.52 -3.98 0.0000
H -0.39 -4.97 -5.62 0.0000
H 2.07 -4.77 -5.87 0.0000
H 3.32 -3.14 -4.51 0.0000
C -1.32 -0.97 3.63 0.0244
C -2.68 -1.35 3.28 0.0028
C -3.71 -0.39 3.38 0.0032
C -5.02 -0.67 3.03 0.0000
C -5.38 -1.93 2.55 0.0047
C -4.37 -2.89 2.45 0.0002
C -3.06 -2.61 2.80 0.0033
H -0.57 -1.74 3.74 0.0016
H -1.31 -0.20 4.41 0.0004
H -3.45 0.60 3.74 0.0002
H -5.77 0.11 3.11 -0.0001
H -6.40 -2.15 2.26 0.0004
H -4.62 -3.88 2.07 -0.0001
H -2.29 -3.36 2.69 0.0000
```

=====

No. 4
Below is C22H36CrF5N3O7Si4Te2 as an isolated structure in a non-equilibrium geometry, with properties calculated with ωB97M-V with the def2-TZVPD basis set.

Summary:
Charge: -1
Orbital gap (spin up / spin down): 8.07 / 8.02 eV
HOMO (spin up / spin down): -5.9 / -5.8 eV
2S+1: 2
LUMO level (spin up / spin down): 2.13 / 2.24 eV

Structure (XYZ):
```
80
Properties=species:S:1:pos:R:3:lowdin_spin:R:1
Cr -0.37 0.43 -0.27 0.9870
O 3.51 -0.13 -1.18 -0.0009
C 2.23 -0.55 -0.84 0.0021
O 1.80 -1.66 -1.38 0.0032
C 2.14 -0.60 0.68 -0.0016
C 3.11 -0.88 1.62 -0.0001
C 2.71 -1.02 2.95 -0.0012
C 1.37 -0.89 3.30 -0.0001
C 0.48 -0.58 2.30 -0.0018
N 0.88 -0.42 1.05 -0.0079
C -1.02 -0.38 2.41 0.0017
O -1.62 -0.52 3.45 0.0024
O -1.55 -0.10 1.24 0.0060
H 3.54 -0.13 -2.15 0.0000
H 4.14 -1.00 1.32 0.0000
H 3.44 -1.25 3.71 -0.0001
H 1.02 -1.01 4.32 0.0000
O -0.12 2.26 0.50 -0.0090
N -0.78 3.15 -0.13 0.0029
N -1.57 2.67 -0.99 0.0069
O -1.67 1.36 -1.22 -0.0162
C -2.34 3.52 -1.86 -0.0002
C -2.70 4.80 -1.46 0.0006
C -3.43 5.59 -2.33 -0.0001
C -3.80 5.10 -3.58 0.0007
C -3.42 3.82 -3.96 -0.0001
C -2.68 3.02 -3.10 0.0007
H -2.42 5.16 -0.48 0.0000
H -3.73 6.58 -2.03 0.0000
H -4.37 5.72 -4.25 0.0000
H -3.69 3.44 -4.94 0.0000
H -2.33 2.03 -3.38 0.0000
C -4.73 -1.52 1.41 0.0000
Si -4.99 -1.10 -0.39 -0.0001
C -4.75 0.74 -0.61 -0.0002
C -6.75 -1.54 -0.86 0.0000
Si -3.56 -2.32 -1.79 -0.0017
Te -1.23 -2.09 -0.82 -0.0065
Si -3.79 -4.62 -1.34 -0.0010
C -3.68 -4.93 0.50 -0.0003
C -2.44 -5.58 -2.19 -0.0001
C -5.45 -5.33 -1.88 -0.0003
Si -3.72 -1.83 -4.08 0.0001
C -2.40 -2.65 -5.10 0.0000
C -3.91 -0.03 -4.52 0.0000
C -5.36 -2.64 -4.53 0.0001
H -5.47 -0.97 2.01 0.0000
H -3.75 -1.20 1.75 0.0000
H -4.85 -2.58 1.61 0.0000
H -5.39 1.28 0.10 0.0000
H -5.01 1.06 -1.62 0.0000
H -3.71 1.01 -0.42 -0.0001
H -7.46 -1.02 -0.21 0.0000
H -6.93 -2.62 -0.77 0.0000
H -6.96 -1.25 -1.89 0.0000
H -2.88 -4.36 0.97 -0.0002
H -3.50 -5.99 0.67 0.0000
H -4.62 -4.67 0.99 0.0000
H -1.46 -5.30 -1.82 -0.0001
H -2.45 -5.41 -3.27 0.0000
H -2.59 -6.65 -2.02 0.0000
H -6.28 -4.76 -1.47 0.0000
H -5.53 -6.36 -1.51 -0.0001
H -5.56 -5.36 -2.97 0.0000
H -1.43 -2.22 -4.89 0.0000
H -2.63 -2.51 -6.16 0.0000
H -2.36 -3.72 -4.89 0.0000
H -2.93 0.43 -4.66 0.0000
H -4.45 0.53 -3.76 0.0000
H -4.46 0.04 -5.46 0.0000
H -5.36 -3.71 -4.36 0.0000
H -5.56 -2.47 -5.59 0.0000
H -6.20 -2.21 -3.96 0.0000
F 2.61 0.43 -3.65 0.0002
Te 0.72 0.01 -3.39 0.0014
F -0.54 -2.88 -2.43 -0.0003
F -1.33 0.04 -3.63 0.0012
F 0.41 1.86 -3.27 0.0003
F 0.70 0.34 -5.27 -0.0012
O 1.29 0.60 -1.21 0.0340
```

=====

No. 5
Below is C29H54N3O9P2V as an isolated structure, with properties calculated with ωB97M-V with the def2-TZVPD basis set.

Summary:
Charge: +2
Orbital gap (spin up / spin down): 7.73 / 8.55 eV
HOMO (spin up / spin down): -13.4 / -13.4 eV
2S+1: 3
LUMO level (spin up / spin down): -5.67 / -4.89 eV

Structure (XYZ):
```
98
Properties=species:S:1:pos:R:3:lowdin_spin:R:1
V 0.09 0.17 0.06 2.0090
C 2.10 1.80 -1.58 0.0022
O 1.12 0.75 -1.79 0.0142
C 0.79 0.51 -3.18 0.0018
C -0.64 0.85 -3.50 0.0005
O -1.55 0.23 -2.61 0.0044
C -1.80 -1.15 -2.78 0.0003
C -0.93 -1.95 -1.84 0.0056
O -1.01 -1.34 -0.52 0.0049
C -1.66 -2.15 0.48 0.0045
H 2.14 2.45 -2.45 0.0002
H 3.07 1.35 -1.39 0.0002
H 1.80 2.38 -0.71 0.0003
H 1.01 -0.54 -3.38 0.0001
H 1.47 1.10 -3.80 -0.0001
H -0.84 0.55 -4.54 0.0002
H -0.82 1.92 -3.41 0.0001
H -1.62 -1.49 -3.81 0.0002
H -2.85 -1.30 -2.55 0.0000
H 0.13 -1.94 -2.10 0.0005
H -1.26 -2.98 -1.76 0.0004
H -2.67 -2.39 0.15 0.0002
H -1.70 -1.57 1.39 0.0005
H -1.07 -3.05 0.64 -0.0001
C 0.56 -0.12 5.21 0.0002
C -0.20 -0.70 4.04 0.0002
C -0.42 -2.19 4.17 0.0000
O 0.47 -0.44 2.73 0.0052
P 1.91 0.00 2.35 0.0016
O 1.78 0.56 0.93 0.0095
C 2.90 -1.49 2.29 -0.0003
P 2.83 -2.22 0.63 0.0008
O 1.48 -2.05 0.03 0.0068
O 3.28 -3.71 0.77 0.0001
C 2.36 -4.86 0.69 0.0000
C 3.23 -6.08 0.49 0.0000
C 1.52 -4.92 1.94 0.0000
O 4.02 -1.47 -0.05 0.0002
C 4.69 -1.78 -1.32 0.0000
C 5.59 -2.98 -1.18 0.0000
C 3.68 -1.90 -2.44 0.0000
O 2.45 1.00 3.38 0.0001
C 3.76 1.69 3.47 0.0000
C 4.58 0.99 4.53 0.0000
C 4.44 1.80 2.13 -0.0001
H 0.01 -0.37 6.11 0.0000
H 0.65 0.96 5.14 0.0000
H 1.56 -0.56 5.30 0.0000
H -1.15 -0.17 3.93 0.0000
H 0.53 -2.73 4.26 0.0000
H -0.99 -2.61 3.34 0.0000
H -0.99 -2.38 5.09 0.0000
H 2.50 -2.20 3.01 -0.0001
H 3.95 -1.30 2.54 0.0000
H 1.73 -4.69 -0.19 0.0000
H 3.89 -6.22 1.35 0.0000
H 3.84 -5.99 -0.40 0.0000
H 2.60 -6.96 0.40 0.0000
H 2.15 -5.04 2.82 0.0000
H 0.83 -5.76 1.89 0.0000
H 0.92 -4.01 2.05 0.0000
H 5.31 -0.89 -1.47 0.0000
H 5.02 -3.91 -1.13 0.0000
H 6.21 -2.91 -0.29 0.0000
H 6.25 -3.03 -2.05 0.0000
H 3.15 -2.85 -2.38 0.0000
H 4.19 -1.85 -3.40 0.0000
H 2.95 -1.09 -2.38 0.0000
H 3.48 2.68 3.82 0.0000
H 4.91 0.00 4.20 0.0000
H 4.02 0.88 5.45 0.0000
H 5.47 1.58 4.74 0.0000
H 4.81 0.83 1.77 0.0000
H 5.30 2.46 2.23 0.0000
H 3.77 2.21 1.37 0.0000
C -0.94 5.75 2.82 0.0000
N 0.20 4.89 2.49 -0.0002
C 1.41 5.52 1.96 0.0000
C 0.07 3.58 2.48 -0.0001
N -0.11 2.44 2.49 0.0005
H -0.65 6.46 3.60 0.0000
H -1.75 5.13 3.19 0.0000
H -1.27 6.29 1.94 0.0000
H 1.83 6.20 2.71 0.0000
H 1.18 6.09 1.06 0.0000
H 2.14 4.75 1.73 0.0000
N -5.57 4.78 -1.10 0.0029
C -4.67 4.10 -0.85 0.0005
C -3.55 3.26 -0.54 0.0056
C -2.27 3.64 -0.94 -0.0043
C -1.20 2.79 -0.69 -0.0026
C -1.38 1.57 -0.04 -0.0670
C -2.66 1.23 0.39 -0.0024
C -3.74 2.06 0.14 -0.0043
H -2.13 4.58 -1.44 -0.0006
H -0.22 3.12 -1.00 -0.0007
H -2.84 0.32 0.95 -0.0007
H -4.74 1.78 0.47 -0.0006
```

=====

No. 6
Below is a 9-piece molecular cluster, C12H42N8O9 overall in a non-equilibrium geometry, with properties calculated with ωB97M-V with the def2-TZVPD basis set.

Summary:
Charge: 0
Orbital gap: 10.24 eV
HOMO: -9.8 eV
2S+1: 1
Structure (SMILES): NC(N)=O.NC(N)=O.NC(N)=O.NC(N)=O.CCO.CCO.CCO.CO.CO
LUMO level: 0.48 eV

Structure (XYZ):
```
71
Properties=species:S:1:pos:R:3:mulliken_charge:R:1
N -3.04 -1.49 -0.40 0.0858
C -3.35 -2.83 -0.28 0.3707
N -2.22 -3.60 0.14 -0.3429
O -4.36 -3.41 -0.54 -0.6500
H -3.77 -0.85 -0.63 0.2490
H -2.14 -1.10 -0.17 -0.0494
H -2.37 -4.58 -0.07 0.2968
H -1.29 -3.37 -0.21 0.1659
N -4.30 -1.41 -3.21 -0.5069
C -3.47 -0.33 -3.08 0.7442
N -4.08 0.83 -2.95 -0.3606
O -2.24 -0.45 -3.17 -0.7674
H -3.91 -2.26 -2.82 0.2035
H -5.26 -1.24 -3.01 0.2317
H -3.58 1.73 -3.04 0.1889
H -5.09 0.95 -3.03 0.1846
N -0.16 -0.35 -0.84 0.3588
C 0.46 -1.42 -0.27 0.8317
N 1.31 -1.12 0.77 0.1423
O 0.41 -2.56 -0.76 -0.9200
H -0.52 -0.47 -1.77 0.1402
H 0.10 0.57 -0.53 -0.1844
H 1.68 -1.85 1.35 0.2421
H 1.25 -0.23 1.31 -0.3495
N 3.54 0.80 4.43 -0.4447
C 3.45 -0.23 3.45 0.6015
N 4.52 -0.25 2.59 -0.4118
O 2.50 -0.96 3.34 -0.6123
H 2.86 0.94 5.14 0.1902
H 4.39 0.93 4.83 0.2119
H 4.45 -1.01 1.89 0.2016
H 5.18 0.51 2.48 0.1978
C 2.45 -1.01 -3.39 -0.6178
C 3.34 -1.72 -2.46 -0.5109
O 3.55 -1.09 -1.16 -0.5696
H 2.58 -1.50 -4.38 0.3844
H 2.83 0.01 -3.53 0.1935
H 1.43 -1.15 -3.09 0.0854
H 4.30 -1.79 -2.92 0.4407
H 3.02 -2.74 -2.30 0.2834
H 2.82 -1.38 -0.57 0.3088
C 0.08 1.42 4.16 -0.5754
C -1.40 1.86 4.14 -0.5836
O -1.75 2.08 2.75 -0.5670
H 0.49 1.46 5.15 0.4409
H 0.65 2.13 3.56 0.2868
H 0.08 0.39 3.75 0.0594
H -1.57 2.78 4.65 0.3297
H -2.13 1.08 4.57 0.2810
H -2.18 1.26 2.54 0.2815
C 0.59 3.67 -3.84 -1.2422
C 0.13 2.23 -3.70 0.0804
O -1.09 2.14 -2.96 -0.5949
H 0.88 3.95 -2.79 0.1834
H -0.20 4.37 -4.07 0.3183
H 1.40 3.85 -4.53 0.3671
H 1.03 1.83 -3.24 0.0664
H -0.03 1.78 -4.66 0.4730
H -1.47 1.19 -3.07 0.3297
C 0.71 3.21 0.26 -0.7485
O 0.61 2.05 1.01 -0.3513
H 1.77 3.25 -0.01 0.2525
H 0.03 3.22 -0.54 0.2304
H 0.47 4.10 0.88 0.3354
H -0.27 2.01 1.35 0.1540
C -0.40 -2.51 3.15 -0.4350
O -1.36 -1.71 2.49 -0.4075
H -0.85 -2.90 4.07 0.2435
H -0.18 -3.45 2.60 0.3100
H 0.48 -1.91 3.35 0.0820
H -1.79 -2.33 1.86 0.1629
```

=====

No. 7
Below is an isolated ion of composition C5H9N and charge +1 in a non-equilibrium geometry, with properties calculated with ωB97M-V with the def2-TZVPD basis set.

Summary:
Charge: +1
Orbital gap (spin up / spin down): 10.98 / 6.89 eV
HOMO (spin up / spin down): -14.3 / -14.3 eV
2S+1: 2
LUMO level (spin up / spin down): -3.35 / -7.42 eV

Structure (XYZ):
```
15
Properties=species:S:1:pos:R:3:lowdin_spin:R:1
C -2.10 1.16 -1.41 0.0473
N -1.45 0.05 -0.77 0.3731
C -0.13 -0.05 -0.30 0.0878
C 0.64 -1.10 0.07 0.3501
C 1.99 -0.77 0.66 0.0460
C 2.11 -0.47 1.97 0.0189
H -2.74 0.94 -2.29 0.0179
H -2.85 1.54 -0.70 0.0230
H -1.44 2.00 -1.83 0.0006
H -2.01 -0.68 -0.52 0.0070
H 0.44 0.91 -0.25 0.0014
H 0.34 -2.11 0.19 0.0131
H 2.90 -0.87 0.11 0.0104
H 3.08 -0.12 2.41 0.0028
H 1.22 -0.45 2.65 0.0006
```

=====

No. 8
Below is a 2-piece molecular cluster, C2H6O3S overall in a non-equilibrium geometry, with properties calculated with ωB97M-V with the def2-TZVPD basis set.

Summary:
Charge: 0
Orbital gap: 9.46 eV
HOMO: -9.5 eV
2S+1: 1
Structure (SMILES): CC(=O)OS.O
LUMO level: -0.06 eV

Structure (XYZ):
```
12
Properties=species:S:1:pos:R:3:mulliken_charge:R:1
C -0.60 0.15 -2.01 -0.8035
C -0.70 -0.09 -0.46 0.7908
O -0.28 -1.03 0.14 -0.5410
O -1.15 0.99 0.08 -0.3885
S -0.81 1.36 1.83 -0.0282
H -0.57 1.24 -1.99 0.3010
H 0.37 -0.40 -2.33 0.2384
H -1.44 -0.23 -2.63 0.2528
H -0.34 0.15 1.95 0.1719
O 1.55 -0.69 2.04 -0.6071
H 2.08 0.03 1.78 0.3114
H 1.90 -1.48 1.60 0.3018
```

=====

- Among the records above, which one has the highest charge?
  C29H54N3O9P2V

=====

- Which of these has the highest charge?
  C29H54N3O9P2V

=====

Repeat the first record exactly.
Below is C3H7BrN2Si as an isolated structure in a non-equilibrium geometry, with properties calculated with ωB97M-V with the def2-TZVPD basis set.

Summary:
Charge: 0
Orbital gap (spin up / spin down): 8.14 / 7.41 eV
HOMO (spin up / spin down): -8.8 / -7.5 eV
2S+1: 1
LUMO level (spin up / spin down): -0.61 / -0.06 eV

Structure (XYZ):
```
14
Properties=species:S:1:pos:R:3:mulliken_charge:R:1
C 1.34 0.13 -1.51 -0.0892
C 1.35 1.27 -0.55 -0.2323
C -2.81 -0.63 0.65 -1.0106
N 1.03 -1.06 -1.18 -0.5168
N 0.90 0.70 0.67 -0.2561
Si 0.44 -1.02 0.46 0.1455
Br 1.31 -2.49 1.90 -0.2311
H 1.62 0.34 -2.51 0.4267
H 2.44 1.48 -0.32 0.2459
H 0.87 2.12 -0.99 0.3112
H -3.07 -1.34 1.42 0.3183
H -3.03 0.37 0.88 0.3174
H -2.92 -1.05 -0.32 0.3522
H 0.52 1.19 1.40 0.2186
```

=====

- Look up the 2S+1 of the first one.
  1